# 1
Entry from the Open Molecules 2025 dataset: a single C17H17N3O2S2 molecule (ωB97M-V/def2-TZVPD).

The largest force on an atom is 1.60 eV/Å. As for the energy above the lowest of the compared OMol25 structures with the same formula, charge and spin: 104.3 kJ/mol. The value obtained for the LUMO energy is 0.39 eV. As for the energy: -1769.14025 a.u. As for the SMILES: Cc1cc(C)cc(-c2nnc(SCC(=O)NCc3cccs3)o2)c1.

```
! wB97M-V def2-TZVPD RIJCOSX def2/J DEFGRID3
* xyz 0 1
S -0.09979 -2.30806 5.44166
S -0.61571 -3.63662 -1.97855
O -2.29941 -3.46733 0.49791
O -0.33323 -0.98777 -2.15598
N 0.52770 -0.47880 -0.20191
N 0.34504 -1.81229 -0.23344
N -0.58479 -3.90654 1.89963
C 0.62452 3.68461 -1.24835
C -1.19918 -3.30574 3.06748
C 0.16544 4.02870 -2.51660
C -0.29193 -2.31389 3.71612
C 1.12207 4.74828 -0.31801
C -0.34205 -4.52378 -0.41527
C 1.00733 -0.99491 5.34599
C 0.12584 0.00199 -1.33837
C -0.30793 3.07457 -3.40716
C 1.21568 -0.59907 4.06632
C -0.77678 3.46986 -4.77412
C 0.60752 2.35384 -0.86973
C 0.13649 1.38302 -1.75300
C -1.18213 -3.88588 0.69316
C -0.16952 -2.08265 -1.39588
C -0.31956 1.74334 -3.01734
C 0.47249 -1.35405 3.12978
H 1.46283 4.31549 0.61832
H -1.55307 2.79552 -5.12732
H 0.72290 -4.51179 -0.19103
H -0.68390 0.98173 -3.69053
H -1.46871 -4.08726 3.78791
H -2.12084 -2.82792 2.71536
H 0.95098 2.04393 0.10440
H 1.42891 -0.59991 6.24881
H -0.68206 -5.54381 -0.59491
H 0.05444 3.42476 -5.47850
H 0.50724 -1.18774 2.06912
H 1.94750 5.29410 -0.77279
H 1.87370 0.20535 3.79116
H 0.17666 5.06822 -2.81388
H -1.16303 4.48623 -4.77361
H 0.32898 5.46333 -0.10348
H 0.38936 -4.15105 1.97662
*
```

---

# 2
Entry from the Open Molecules 2025 dataset: a molecular structure, C3H10B3ClInNO3P (ωB97M-V/def2-TZVPD).

The largest force on an atom is 6.08 eV/Å. The value obtained for the LUMO energy is -17.91 eV. As for the energy: -1465.67763 a.u.

```
! wB97M-V def2-TZVPD RIJCOSX def2/J DEFGRID3
* xyz 3 1
In 2.04382 1.35956 1.12976
Cl -1.68937 -2.57738 -1.34122
P 2.30179 -1.46821 1.92835
O 0.25977 0.64581 2.69083
O -0.60360 -1.43350 1.48732
O -1.72931 0.76678 0.96056
N 2.67214 -1.62939 0.32748
C -0.88690 -0.88020 -1.12927
C -1.60644 0.11156 -2.21819
C -1.21873 1.69820 -2.07824
B -1.11407 -0.47200 0.44655
B 0.55073 -0.66824 2.07892
B -0.62292 1.40987 1.74894
H 3.25707 -0.58458 2.56227
H -0.11372 1.88351 -1.68963
H -2.77913 -0.09058 -2.25499
H 0.26232 -1.05575 -1.30347
H 3.55257 -1.04464 0.22151
H -1.21001 -0.23227 -3.29094
H -0.34641 2.56669 1.63639
H -1.92188 2.23336 -1.27508
H 2.33029 -2.82132 2.45956
H -1.38802 2.28272 -3.09739
*
```

---

# 3
Entry from the Open Molecules 2025 dataset: a molecular structure, C34H43N6O4PV (ωB97M-V/def2-TZVPD).

The largest force on an atom is 2.46 eV/Å. As for the energy above the lowest of the compared OMol25 structures with the same formula, charge and spin: 123.7 kJ/mol. The value obtained for the LUMO energy (alpha / beta) is -9.53 / -9.15 eV. As for the energy: -3235.55319 a.u. The expectation value of S² is 2.014.

```
! wB97M-V def2-TZVPD RIJCOSX def2/J DEFGRID3
* xyz 3 3
V 0.18193 -0.04150 -0.33615
P -1.26867 1.02214 1.32506
O -1.03512 -1.41127 -1.65388
O -1.04883 0.47650 2.83150
O -2.78521 1.51943 1.20783
O -0.48267 2.39564 1.21607
N -0.45887 1.47875 -1.44928
N 1.69811 -0.09833 -1.80974
N 1.86253 0.02073 0.77760
N 1.27111 -2.85900 -1.42517
N 1.92866 -2.78842 0.83107
N -0.25064 -1.88310 0.75158
C 1.48768 -3.30198 -2.66958
C 0.54213 3.42962 -2.39054
C 3.30485 -3.94235 -0.76290
C 1.52287 -0.00380 -3.12335
C 0.29504 4.30083 2.50519
C 4.25809 0.15699 2.19016
C 1.87317 0.03342 2.10754
C 0.50457 2.40488 -1.46901
C -1.62261 -1.44797 -2.95453
C -0.46902 3.49074 -3.34492
C -1.51028 2.58454 -3.26480
C 3.04007 0.04076 0.12475
C 3.51174 -4.38901 -2.05364
C 4.25425 0.12511 0.80657
C -1.52652 -1.98776 1.16036
C -2.68367 0.69148 -2.07025
C -1.50020 1.59210 -2.28069
C -0.87130 3.69237 1.75721
C -2.81829 -0.49168 -3.04037
C 2.56219 0.12779 -4.03059
C -2.35789 1.61888 4.61040
C -1.91983 -2.71645 2.25799
C 2.94959 -0.00065 -1.33341
C -5.19203 1.67504 1.18408
C 2.16317 -3.18388 -0.49390
C 2.58380 -4.05345 -3.03434
C 3.86437 0.15700 -3.55059
C 3.03983 0.08980 2.85374
C 4.05572 0.11018 -2.17982
C -3.99986 0.75413 1.37548
C -1.82831 0.31824 4.04681
C 0.66074 -2.64468 1.37141
C 0.35315 -3.33893 2.55489
C -0.94197 -3.36132 3.01770
H -1.53623 2.29149 4.84838
H -3.59423 1.29013 -2.15020
H 5.05489 0.17289 -1.78078
H -3.03596 2.10775 3.91472
H -1.73495 3.57258 2.41116
H 2.70369 -4.37809 -4.05361
H -2.96084 -2.79057 2.52415
H 4.36606 -5.00123 -2.28930
H 1.17000 4.38593 1.86549
H -2.27138 -1.48458 0.55549
H 1.33201 4.16384 -2.36772
H -2.62923 -0.40190 3.86020
H -1.11757 -0.13149 4.74646
H 2.35506 0.20633 -5.08660
H -2.61461 0.29359 -1.05507
H 1.13404 -3.88750 3.05997
H 0.91470 -0.00700 2.60581
H 5.18840 0.22583 2.73163
H -2.90867 1.41430 5.52749
H -6.10539 1.09270 1.28563
H -5.17206 2.13081 0.19836
H 0.55065 3.70042 3.37299
H 2.99287 0.08321 3.93086
H -3.72655 -1.03286 -2.77227
H -2.92950 -0.13963 -4.06589
H -2.33818 2.64164 -3.95341
H -5.20947 2.46395 1.93114
H 1.27411 2.33207 -0.70337
H 4.70509 0.24540 -4.22346
H 0.50321 -0.01236 -3.48185
H -0.44955 4.24680 -4.11422
H 2.58433 -3.22381 1.47504
H 3.98972 -4.19357 0.03307
H -1.15631 4.31431 0.90493
H -4.03324 -0.05288 0.63727
H -4.01239 0.31548 2.37415
H 5.18498 0.16333 0.26458
H 0.72641 -3.05555 -3.39771
H -1.19797 -3.90263 3.91630
H -0.37829 -2.14517 -1.59198
H -0.87766 -1.19834 -3.71966
H 0.01834 5.29684 2.83991
H -1.95585 -2.47400 -3.15161
*
```

---

# 4
Entry from the Open Molecules 2025 dataset: 5 unconnected molecules or ions with the total composition C2H15N2O4 (ωB97M-V/def2-TZVPD).

The largest force on an atom is 2.05 eV/Å. As for the energy above the lowest of the compared OMol25 structures with the same formula, charge and spin: 100.7 kJ/mol. The value obtained for the LUMO energy is -2.73 eV. As for the energy: -495.43388 a.u.

```
! wB97M-V def2-TZVPD RIJCOSX def2/J DEFGRID3
* xyz 1 1
O -2.36375 -0.77242 -0.76409
O 0.02152 -2.01596 -1.84649
O -0.60242 1.73998 -0.87587
O 1.25105 0.46733 -2.25417
N 0.75731 1.42050 3.29868
N 0.40148 -1.00378 0.46155
C 0.61178 -0.47517 1.81070
C 0.45943 0.82702 2.12566
H -3.24733 -0.98483 -0.45522
H 0.92054 1.00916 4.19078
H 1.11382 -1.15071 2.50889
H 2.00253 0.76623 -2.83426
H -1.11359 1.05741 -1.32101
H 0.58686 -2.03348 0.39673
H 1.05704 -0.59067 -0.21890
H -0.03730 -2.88368 -2.24231
H -0.62442 -0.95699 0.22006
H 0.78343 1.32735 -2.01215
H 0.70374 -1.41601 -2.16639
H 0.48093 2.36708 3.45742
H -0.94065 2.61458 -1.08017
H -2.36247 -0.84259 -1.72272
H 0.14046 1.52965 1.32327
*
```